# 1
C18H37O2P3W as an isolated structure at a distorted geometry. Source: OMol25; level of theory: wB97M-V/def2-TZVPD.

Atoms and positions in Å:
W 0.645 0.534 0.897
P -1.469 -0.462 0.900
P 1.703 0.185 2.974
P 1.856 -1.018 -0.496
H 1.939 2.923 0.803
C 1.764 2.060 0.135
C 0.365 2.007 -0.485
H -0.316 2.822 -0.217
C -2.887 0.612 1.275
C -1.491 -1.762 2.190
C -2.043 -1.342 -0.588
C 3.190 1.205 3.181
C 0.737 0.455 4.497
C 2.285 -1.514 3.261
C 1.166 -1.030 -2.193
C 1.853 -2.781 -0.023
C 3.619 -0.643 -0.805
H 2.618 1.855 -0.515
H 0.296 1.815 -1.563
H -3.169 1.161 0.367
H -2.641 1.345 2.053
H -3.729 -0.011 1.614
H -1.367 -1.334 3.193
H -0.694 -2.499 2.030
H -2.466 -2.267 2.131
H -2.344 -0.624 -1.367
H -2.907 -1.967 -0.308
H -1.263 -1.997 -0.991
H 3.667 0.923 4.131
H 2.916 2.266 3.215
H 3.895 1.039 2.357
H 1.347 0.106 5.343
H -0.191 -0.128 4.495
H 0.495 1.516 4.629
H 2.715 -1.545 4.274
H 3.063 -1.800 2.543
H 1.455 -2.232 3.217
H 1.506 -1.953 -2.686
H 1.540 -0.163 -2.756
H 0.069 -1.007 -2.196
H 1.973 -3.379 -0.941
H 0.910 -3.065 0.464
H 2.690 -2.994 0.657
H 4.056 -1.477 -1.377
H 4.172 -0.530 0.138
H 3.708 0.281 -1.392
C -3.727 0.139 -4.083
C -3.628 1.305 -3.097
C -2.208 1.488 -2.768
C -1.257 1.333 -3.755
C -1.596 0.764 -5.018
C -2.814 0.162 -5.202
O -4.493 -0.754 -3.720
H -4.266 0.927 -2.292
H -4.048 2.224 -3.553
H -1.954 1.938 -1.806
H -0.227 1.678 -3.602
H -0.846 0.760 -5.812
H -3.077 -0.404 -6.091
O -0.773 2.879 2.678
C -0.323 1.974 2.063

Properties
orbital gap (spin up / spin down) = 6.03 / 5.93 eV
DFT total energy = -1947.91985 hartree
total charge = +4
LUMO energy (spin up / spin down) = -15.70 / -15.51 eV
2S+1 = 3

---

# 2
A 3-piece molecular cluster, C5H12O3 overall at a distorted geometry. Source: OMol25; level of theory: wB97M-V/def2-TZVPD.

Atoms and positions in Å:
C -2.445 -1.877 0.304
C -1.492 -0.777 0.489
C -0.241 -0.790 -0.056
C 0.889 0.055 0.110
C 2.049 0.145 -0.607
O 2.929 1.102 -0.436
H -3.379 -1.822 0.870
H -2.882 -1.889 -0.710
H -2.154 -2.919 0.452
H -1.961 0.126 0.880
H -0.124 -1.678 -0.690
H 0.684 0.925 0.760
H 2.591 -0.644 -1.137
H 2.591 1.792 0.160
H -0.911 -0.327 -2.783
H -1.639 0.602 -1.918
O -0.882 0.613 -2.522
H -0.953 1.229 2.129
H 0.288 0.424 2.460
O -0.184 1.223 2.718

Properties
orbital gap (spin up / spin down) = 9.24 / 7.45 eV
DFT total energy = -423.05913 hartree
total charge = +1
LUMO energy (spin up / spin down) = -4.95 / -7.62 eV
2S+1 = 2

---

# 3
C29H35CsN4O2STe as an isolated structure. Source: OMol25; level of theory: wB97M-V/def2-TZVPD.

Atoms and positions in Å:
Cs 0.407 -0.770 -0.144
O 0.780 2.011 0.809
C 2.069 2.035 0.805
C 2.825 2.141 2.006
C 4.204 2.076 2.006
C 4.919 1.912 0.818
C 4.211 1.820 -0.372
C 2.822 1.885 -0.403
C 2.086 1.809 -1.676
N 2.469 1.076 -2.642
N 1.722 1.149 -3.814
C 0.768 0.263 -3.894
O 0.369 -0.567 -3.022
C 0.024 0.279 -5.217
C -0.998 -0.644 -5.415
C -1.718 -0.666 -6.604
C -1.425 0.241 -7.612
C -0.404 1.167 -7.421
C 0.313 1.186 -6.236
H 2.270 2.246 2.932
H 4.739 2.147 2.949
H 6.001 1.858 0.824
H 4.731 1.694 -1.315
H 1.170 2.401 -1.759
H -1.206 -1.337 -4.608
H -2.512 -1.392 -6.741
H -1.987 0.229 -8.539
H -0.169 1.880 -8.204
H 1.112 1.897 -6.069
C -2.768 2.790 0.128
C -2.847 2.387 1.615
N -2.671 0.984 1.915
C -3.710 0.036 1.592
C -4.235 -0.114 0.152
S -3.062 -0.677 -1.123
C -2.932 0.764 -2.221
C -1.811 1.763 -1.910
N -1.704 2.083 -0.520
H -2.668 3.891 0.080
H -3.706 2.557 -0.380
H -3.800 2.728 2.038
H -2.051 2.921 2.141
H -1.770 0.680 1.572
H -4.591 0.273 2.206
H -3.361 -0.944 1.931
H -4.695 0.805 -0.211
H -5.025 -0.869 0.187
H -3.911 1.250 -2.220
H -2.778 0.365 -3.225
H -1.987 2.638 -2.567
H -0.866 1.329 -2.234
H -0.764 2.286 -0.181
C 2.150 -6.398 6.938
C 1.331 -5.755 5.849
C 1.833 -4.714 5.083
C 1.085 -4.103 4.077
C 1.719 -2.990 3.292
C -0.226 -4.538 3.808
Te -1.389 -3.642 2.274
C -0.740 -5.597 4.583
C -2.132 -6.118 4.360
C 0.037 -6.180 5.579
H 3.161 -5.988 6.957
H 2.231 -7.479 6.795
H 1.707 -6.234 7.925
H 2.844 -4.359 5.268
H 2.718 -2.763 3.671
H 1.106 -2.087 3.331
H 1.794 -3.261 2.236
H -2.254 -6.470 3.334
H -2.867 -5.320 4.484
H -2.357 -6.931 5.054
H -0.386 -6.996 6.162

Properties
orbital gap = 5.34 eV
DFT total energy = -2181.98908 hartree
total charge = -2
LUMO energy = 3.84 eV

---

# 4
C5H4KLiO7 as an isolated structure at a distorted geometry. Source: OMol25; level of theory: wB97M-V/def2-TZVPD.

Atoms and positions in Å:
O -2.309 -0.157 1.499
C -1.521 -1.119 1.327
O -1.738 -2.191 0.719
O 0.843 -1.549 -1.407
O -0.115 0.280 -2.253
C 0.361 1.631 -2.233
C 1.249 1.677 -0.985
O 0.998 0.413 -0.359
C 0.399 -0.417 -1.233
H 0.910 1.822 -3.162
H -0.505 2.298 -2.161
H 0.956 2.460 -0.276
H 2.317 1.774 -1.204
Li -1.477 1.072 2.678
K 0.305 -3.758 0.357
O -0.413 -0.422 3.424
O 0.238 -2.399 2.580
C -0.498 -1.415 2.689

Properties
orbital gap = 6.92 eV
DFT total energy = -1327.18484 hartree
total charge = 0
LUMO energy = -0.24 eV

---

# 5
C23H28BrN5O2PS3Zr as an isolated structure at a distorted geometry. Source: OMol25; level of theory: wB97M-V/def2-TZVPD.

Atoms and positions in Å:
Zr -0.770 0.501 -1.505
Br -2.197 7.971 -2.184
C -1.584 6.207 -2.302
C -1.627 5.517 -3.521
C -1.375 4.188 -3.617
C -1.144 3.469 -2.460
O -1.009 2.137 -2.502
C -1.043 4.114 -1.215
C -0.818 3.473 -0.007
N -0.704 2.161 0.175
C -0.810 1.672 1.518
C -0.254 2.271 2.621
C -0.646 1.726 3.927
C -1.528 0.724 4.008
C -2.015 0.039 2.915
C -2.954 -1.036 3.026
C -3.466 -1.570 1.892
C -2.937 -1.103 0.681
N -2.069 -0.080 0.537
C -1.680 0.554 1.640
C -1.217 5.526 -1.185
H -1.929 5.994 -4.435
H -1.396 3.712 -4.579
H -0.944 4.080 0.850
H 0.439 3.086 2.527
H -0.356 2.241 4.816
H -1.931 0.369 4.992
H -3.366 -1.348 3.953
H -4.227 -2.373 1.752
H -3.296 -1.493 -0.313
H -1.083 6.015 -0.230
S -1.528 -2.491 -4.811
C -1.292 -1.366 -3.657
S 0.345 -0.657 -3.376
S -2.577 -0.785 -2.617
C -0.365 -3.624 0.137
N 0.724 -3.049 -0.674
C 0.937 -3.585 -2.006
P 1.371 -1.751 0.004
O 0.538 -0.485 -0.148
N 2.816 -1.384 -0.746
C 3.921 -2.336 -0.707
C 3.195 -0.110 -1.368
N 1.409 -1.988 1.647
C 1.766 -0.793 2.427
C 2.269 -3.093 2.138
H -0.525 -4.652 -0.239
H -1.281 -3.060 0.046
H -0.094 -3.740 1.145
H -0.004 -3.617 -2.555
H 1.408 -4.587 -2.028
H 1.691 -2.936 -2.481
H 3.670 -3.292 -0.186
H 4.751 -1.828 -0.173
H 4.192 -2.637 -1.733
H 3.721 0.478 -0.689
H 2.258 0.423 -1.617
H 3.815 -0.287 -2.255
H 1.057 0.029 2.199
H 2.759 -0.492 2.237
H 1.594 -0.945 3.489
H 2.231 -3.942 1.484
H 1.884 -3.433 3.061
H 3.282 -2.731 2.278

Properties
orbital gap = 6.60 eV
DFT total energy = -5474.49900 hartree
total charge = +1
LUMO energy = -3.68 eV

---

# 6
A 2-piece molecular cluster, C3H8N2 overall at a distorted geometry. Source: OMol25; level of theory: wB97M-V/def2-TZVPD.

Atoms and positions in Å:
H -2.787 -2.629 -0.678
N -1.929 -2.152 -0.971
C -1.262 -1.750 0.122
N -0.019 -1.134 -0.179
H -1.575 -1.792 1.165
H 0.166 -0.803 -1.124
H 0.537 -0.785 0.559
C 1.373 3.083 0.282
C 1.706 1.868 0.723
H 0.366 3.506 0.067
H 2.093 3.808 -0.074
H 1.104 0.945 0.748
H 2.822 1.539 0.628

Properties
orbital gap = 10.07 eV
DFT total energy = -228.54212 hartree
total charge = 0
LUMO energy = 0.98 eV
SMILES = [H]/N=C/N.C=C